Entry 1:
{"formula": "C6H16N2", "method": "ωB97M-V/def2-TZVPD", "elements": ["C", "C", "N", "C", "C", "C", "C", "N", "H", "H", "H", "H", "H", "H", "H", "H", "H", "H", "H", "H", "H", "H", "H", "H"], "coordinates": [[-2.15465, 0.12674, 2.30747], [-0.97688, 0.60094, 1.45400], [0.04173, 1.18923, 2.37287], [-0.39408, -0.54041, 0.58174], [-0.52273, -0.28314, -0.94194], [0.57519, 0.60599, -1.50586], [1.86606, -0.17053, -1.76618], [1.67858, -1.19705, -2.78205], [-2.59422, -0.81139, 1.96032], [-1.93374, 0.08579, 3.37088], [-3.02012, 0.81132, 2.24970], [-1.31934, 1.43471, 0.85723], [0.97420, 1.05329, 1.99073], [0.01822, 0.68415, 3.25118], [0.62816, -0.79909, 0.86291], [-0.96125, -1.44614, 0.77166], [-1.54453, 0.06430, -1.11471], [-0.48643, -1.24566, -1.43708], [0.76911, 1.44611, -0.83787], [0.25388, 1.05596, -2.45668], [2.20527, -0.56114, -0.80904], [2.65552, 0.56336, -1.98993], [2.40603, -1.89944, -2.70136], [1.83600, -0.76789, -3.68800]], "forces_ev_per_angstrom": [[-1.40, 0.54, -0.28], [0.98, -0.32, 1.00], [-0.14, -0.17, -0.17], [-0.64, 0.14, -0.70], [-0.01, -0.41, 0.83], [-0.38, 0.10, -0.57], [0.11, 1.03, 0.63], [0.49, -0.02, -0.03], [0.39, -0.14, 0.17], [0.24, -0.33, 0.05], [0.46, 0.07, -0.02], [-0.04, 0.03, -0.59], [-0.16, 0.14, 0.05], [0.12, 0.01, -0.01], [0.13, 0.28, 0.00], [-0.11, -0.21, 0.18], [0.15, 0.39, -0.13], [0.16, -0.21, -0.28], [0.10, 0.07, 0.12], [0.00, -0.09, 0.12], [-0.09, -0.68, 0.00], [-0.07, -0.10, -0.35], [-0.10, -0.04, 0.04], [-0.20, -0.08, -0.05]], "smiles": "C[C@@H](N)CCCCN", "energy_ha": -347.6979, "orbital_gap_ev": 10.1, "de_lowest_ev": 0.734, "largest_force_ha_per_bohr": 0.030, "homo_energy_ev": -9.0641}



Entry 2:
{"formula": "C6H16N2", "method": "ωB97M-V/def2-TZVPD", "elements": ["C", "C", "C", "N", "C", "C", "C", "N", "H", "H", "H", "H", "H", "H", "H", "H", "H", "H", "H", "H", "H", "H", "H", "H"], "coordinates": [[-0.14854, 1.82158, -0.77048], [-0.25949, 1.29297, 0.64035], [0.98093, 1.73985, 1.48184], [-0.35746, -0.16939, 0.59299], [-0.46836, -0.84401, 1.91320], [0.35198, -0.97413, -0.34983], [-0.52050, -1.87596, -1.23987], [0.00012, -1.97011, -2.59898], [-0.29433, 2.89611, -0.90171], [-0.98376, 1.45416, -1.38327], [0.79236, 1.59686, -1.25617], [-1.16864, 1.74786, 1.04305], [1.56641, 2.42970, 0.86731], [1.49851, 1.03687, 2.11659], [0.61455, 2.50277, 2.19780], [-0.66881, -0.06802, 2.64923], [-1.33517, -1.49922, 1.89091], [0.51280, -1.25519, 2.15507], [1.10611, -0.40914, -0.91025], [1.06313, -1.67412, 0.13561], [-0.49529, -2.87709, -0.79929], [-1.55307, -1.50567, -1.26858], [-0.70072, -2.24958, -3.24911], [0.46724, -1.14710, -2.95641]], "forces_ev_per_angstrom": [[-0.88, 0.51, -1.05], [1.59, -0.72, -0.18], [-1.56, 2.59, 0.30], [-1.08, -0.39, 1.16], [-0.03, 1.82, -1.10], [1.29, -0.49, -0.26], [-0.03, 0.48, -0.45], [0.86, -0.24, 0.06], [0.27, 0.20, 0.72], [0.30, -0.45, 0.07], [0.16, -0.21, -0.06], [-0.05, -0.53, 0.32], [0.81, -0.82, -0.04], [0.31, -0.48, -0.51], [-0.04, -0.40, 0.11], [-0.15, -0.02, 0.22], [0.39, -0.61, 0.26], [-0.29, -0.68, 0.27], [-0.62, 0.28, -0.47], [-0.38, 0.23, 0.44], [-0.34, 0.01, -0.09], [0.11, 0.02, 0.43], [-0.38, -0.19, -0.42], [-0.23, 0.12, 0.30]], "smiles": "CC(C)N(C)CCN", "energy_ha": -347.6579, "orbital_gap_ev": 9.0, "de_lowest_ev": 1.822, "largest_force_ha_per_bohr": 0.059, "homo_energy_ev": -7.9303}



Entry 3:
{"formula": "C6H16N2O", "method": "ωB97M-V/def2-TZVPD", "elements": ["C", "C", "O", "N", "C", "N", "H", "H", "H", "H", "H", "H", "H", "H", "C", "C", "C", "H", "H", "H", "H", "H", "H", "H", "H"], "coordinates": [[1.98945, -1.95797, 0.06431], [1.61805, -0.70478, -0.70190], [1.52928, -0.65128, -1.91107], [1.48780, 0.42828, 0.07996], [1.30138, 1.73359, -0.51892], [1.74500, 0.47848, 1.46068], [2.97117, -1.84588, 0.52471], [2.02526, -2.78896, -0.63375], [1.27055, -2.16721, 0.85518], [1.14710, 1.59678, -1.58579], [2.17414, 2.36276, -0.34056], [0.43439, 2.21557, -0.06659], [1.10219, -0.12265, 1.97084], [2.69728, 0.19178, 1.67658], [-1.70365, -0.58111, 0.94090], [-2.60534, -0.19183, -0.22610], [-2.22772, 1.08692, -0.95523], [-2.18389, -1.34843, 1.54816], [-1.42146, 0.28242, 1.54165], [-0.82899, -1.07438, 0.51910], [-3.61328, -0.07318, 0.18509], [-2.50739, -1.05748, -0.95526], [-1.35253, 0.89987, -1.57513], [-2.02358, 1.90206, -0.26291], [-3.02525, 1.38664, -1.63395]], "forces_ev_per_angstrom": [[-0.19, -0.05, -0.22], [0.69, 0.67, 0.73], [-0.28, -0.25, -0.12], [0.09, -0.14, -0.14], [-0.15, -0.04, -0.03], [-0.06, -0.37, 0.07], [0.02, 0.03, 0.01], [-0.05, 0.00, -0.01], [0.00, -0.07, 0.03], [0.00, 0.09, 0.04], [0.06, -0.02, -0.05], [0.01, 0.03, -0.07], [0.05, 0.13, -0.13], [-0.14, 0.03, -0.13], [0.16, -0.29, -0.47], [0.02, -0.83, -0.30], [0.16, -0.35, -0.21], [-0.10, 0.18, 0.21], [0.07, -0.06, 0.16], [0.38, 0.26, 0.21], [-0.09, -0.33, -0.43], [-0.83, 0.98, 0.74], [0.22, 0.21, 0.05], [0.01, 0.09, 0.01], [-0.06, 0.09, 0.04]], "smiles": "CC(=O)N(C)N.CCC", "energy_ha": -422.9322, "orbital_gap_ev": 10.1, "de_lowest_ev": 1.483, "largest_force_ha_per_bohr": 0.029, "homo_energy_ev": -9.3325}



Entry 4:
{"formula": "C6H16N2O", "method": "ωB97M-V/def2-TZVPD", "elements": ["C", "C", "N", "C", "H", "H", "H", "H", "H", "H", "H", "C", "C", "C", "N", "O", "H", "H", "H", "H", "H", "H", "H", "H", "H"], "coordinates": [[1.78290, 1.13727, 1.45408], [1.28018, 0.79415, 0.07672], [1.81969, -0.04291, -0.74354], [2.70532, -1.06163, -0.24543], [1.15879, 0.64756, 2.20472], [2.79767, 0.80586, 1.67241], [1.75530, 2.21574, 1.59220], [0.86694, 1.65859, -0.44339], [2.38373, -1.52353, 0.69902], [2.79623, -1.84099, -1.00313], [3.69183, -0.63624, -0.02586], [-2.19201, 1.29832, -0.15208], [-2.10958, -0.20337, -0.36983], [-1.54249, -0.62338, -1.71212], [-1.41054, -0.91100, 0.83571], [-0.12279, -1.46342, 1.01006], [-1.20526, 1.75296, -0.16774], [-2.65617, 1.53521, 0.80730], [-2.77557, 1.78626, -0.93307], [-3.12062, -0.61902, -0.27666], [-1.51414, -1.70723, -1.81036], [-2.16956, -0.22024, -2.50932], [-0.55306, -0.20748, -1.88800], [-1.78159, -0.69505, 1.76062], [0.11480, -1.87646, 0.16768]], "forces_ev_per_angstrom": [[-0.61, -0.67, 0.56], [3.36, 0.64, -1.64], [-1.46, 0.68, 0.79], [0.16, -0.29, 0.51], [-0.10, 0.20, 0.15], [0.07, -0.15, -0.36], [-0.18, 0.02, 0.06], [-0.94, -0.36, 0.08], [-0.14, 0.09, -0.14], [0.20, 0.05, 0.08], [0.04, -0.05, -0.25], [0.17, 0.15, -0.10], [1.05, -0.86, 1.74], [0.06, 0.33, 0.07], [-2.40, 0.12, -0.42], [0.49, 0.51, -0.62], [0.07, -0.01, 0.03], [0.00, -0.08, -0.03], [-0.16, -0.06, -0.09], [0.13, 0.07, -0.10], [0.03, -0.05, -0.01], [-0.15, -0.11, 0.06], [0.22, -0.12, 0.15], [0.39, -0.02, -0.69], [-0.29, -0.04, 0.15]], "smiles": "C/C=N\\C.CC(C)NO", "energy_ha": -422.8194, "orbital_gap_ev": 8.6, "de_lowest_ev": 4.553, "largest_force_ha_per_bohr": 0.074, "homo_energy_ev": -7.5908}



Entry 5:
{"formula": "C6H16N3Ti", "method": "ωB97M-V/def2-TZVPD", "elements": ["C", "Ti", "N", "H", "H", "H", "H", "H", "H", "H", "H", "C", "C", "C", "C", "N", "N", "C", "H", "H", "H", "H", "H", "H", "H", "H"], "coordinates": [[-0.75785, 1.15394, -2.38205], [-0.18411, -0.02526, 0.00323], [0.98727, -1.57776, -1.01664], [-0.97217, 1.35548, 0.25626], [-0.02203, 1.34630, -1.53291], [-1.33832, 2.07267, -2.55646], [-1.48400, 0.34958, -2.14754], [-0.14820, 0.93987, -3.27233], [0.76317, -2.50726, -0.64182], [2.00137, -1.45040, -0.91204], [0.78988, -1.59876, -2.02304], [2.47696, -0.76383, 4.83307], [1.36591, -0.74135, 3.86545], [-0.01435, -0.92122, 4.04949], [-0.64295, -0.76244, 2.81155], [0.32420, -0.49072, 1.89764], [1.51150, -0.52339, 2.55971], [-2.05651, -0.78788, 2.43590], [2.32038, -0.01936, 5.62646], [2.52912, -1.75322, 5.30478], [3.43679, -0.55309, 4.34599], [-0.50844, -1.09025, 4.99145], [2.39570, -0.26373, 2.10370], [-2.50820, -1.76234, 2.66284], [-2.59651, -0.04885, 3.03922], [-2.23529, -0.56142, 1.37759]], "forces_ev_per_angstrom": [[0.53, 0.29, 0.09], [0.92, -1.32, -1.37], [0.10, -0.35, -0.57], [-1.41, 2.28, 0.74], [-0.84, 0.11, -1.01], [0.28, -0.19, 0.24], [0.53, 0.12, -0.12], [-0.40, -0.22, 0.21], [-0.03, -0.05, -0.02], [0.19, 0.10, 0.03], [0.13, -0.16, 0.22], [0.38, -0.05, 0.40], [-1.96, -0.15, 0.34], [0.46, 0.10, 0.63], [2.46, 0.08, -0.05], [0.05, -0.54, 1.05], [0.29, 0.35, -0.75], [-1.03, -0.12, 0.24], [0.09, -0.18, -0.20], [0.16, 0.19, -0.02], [-0.18, -0.08, 0.12], [0.02, -0.11, 0.11], [-0.88, -0.24, -0.15], [0.11, 0.13, -0.18], [-0.05, 0.04, -0.17], [0.09, -0.02, 0.20]], "multiplicity": 3, "energy_ha": -1251.7633, "orbital_gap_ev": [3.2, 2.7], "de_lowest_ev": 0.787, "s_squared": 2.33, "largest_force_ha_per_bohr": 0.054, "total_charge": -1, "homo_energy_ev": [-0.3456, 0.2218]}



Entry 6:
{"formula": "C6H16N4O2", "method": "ωB97M-V/def2-TZVPD", "elements": ["C", "C", "C", "C", "C", "C", "N", "N", "N", "N", "O", "O", "H", "H", "H", "H", "H", "H", "H", "H", "H", "H", "H", "H", "H", "H", "H", "H"], "coordinates": [[-0.94219, 0.00593, -0.49697], [-3.64373, 1.14454, 1.19484], [1.14412, -2.39594, 0.34870], [2.09933, -1.92044, -1.91400], [1.85187, 1.90887, -0.14452], [-2.76073, 1.33483, -0.04950], [0.91891, 0.36545, 1.55924], [1.17957, -0.19453, -0.69310], [1.24273, -1.51241, -0.80258], [1.66335, 0.54814, 0.36558], [-1.49019, -0.71324, -1.26837], [-1.44450, 1.00037, 0.20483], [-4.62559, 1.33507, 0.90443], [-3.64156, 0.07223, 1.25378], [-3.37540, 1.46581, 2.15104], [1.88248, -2.20337, 1.06251], [0.14639, -2.20967, 0.87924], [1.21163, -3.38318, -0.04622], [2.21484, -1.07633, -2.58372], [3.15978, -2.05523, -1.44835], [1.78765, -2.89925, -2.41433], [1.11017, 2.24161, -0.78292], [1.83487, 2.55981, 0.70460], [2.85129, 2.20407, -0.63519], [-2.76622, 2.29968, -0.45072], [-3.25872, 0.73357, -0.87299], [1.51468, 0.32947, 2.32959], [0.13519, 1.01414, 1.64510]], "forces_ev_per_angstrom": [[3.20, -1.11, -1.62], [1.21, -1.95, -2.12], [-2.55, 1.11, -0.64], [1.80, -1.20, 1.16], [2.50, 0.48, 1.31], [-3.08, -0.49, -0.18], [-0.71, 0.24, -1.58], [-3.23, 0.87, -0.46], [0.37, -0.03, 0.18], [0.46, -0.80, -0.05], [-0.34, 0.01, 0.42], [1.24, -0.13, 0.36], [-1.79, 0.92, -0.10], [-0.08, -0.85, 0.49], [0.64, 1.27, 1.15], [1.45, 0.21, 1.16], [1.19, -0.37, -0.88], [-0.04, -0.87, 0.03], [-0.41, -0.18, -0.29], [-1.36, -0.17, -1.01], [0.23, 1.47, 0.68], [-1.86, 0.29, -1.47], [-0.12, 0.43, 0.73], [-1.22, -1.39, 0.58], [0.06, 1.88, -0.24], [1.02, 0.23, 1.00], [1.00, 0.20, 1.37], [0.43, -0.07, 0.04]], "energy_ha": -607.4917, "orbital_gap_ev": [8.3, 8.3], "de_lowest_ev": 3.641, "largest_force_ha_per_bohr": 0.073, "homo_energy_ev": [-7.3705, -7.3697]}